Entry 1:
The following is a quantum chemistry calculation of a structure of composition C33H44AsN4ORuSSi in a non-equilibrium geometry, from the OMol25 dataset.

XYZ file:
```
86
Properties=species:S:1:pos:R:3:forces:R:3:lowdin_spin:R:1
Ru -0.773 0.504 1.292 0.40 1.32 1.73 0.00
C -2.261 1.801 3.636 -0.04 -0.16 0.06 0.00
C -1.538 0.601 4.203 -0.15 0.02 0.26 0.00
N -0.308 0.359 3.443 -0.53 -0.23 -1.22 0.00
C 0.860 1.160 3.840 0.23 0.07 0.01 0.00
C 0.882 2.574 3.274 -0.04 -0.14 -0.01 0.00
S 0.360 2.576 1.529 -0.37 -0.21 -0.47 0.00
C -1.106 3.677 1.560 0.14 0.03 -0.09 0.00
C -2.423 2.918 1.450 -0.12 -0.04 0.17 0.00
N -2.384 1.623 2.175 0.09 -0.12 -0.71 0.00
H -1.700 2.711 3.824 -0.02 0.01 0.05 0.00
H -3.239 1.924 4.101 -0.03 0.02 0.02 0.00
H -2.157 -0.292 4.116 -0.05 -0.01 -0.04 0.00
H -1.335 0.762 5.263 0.07 -0.06 0.11 0.00
H -0.059 -0.633 3.474 -0.03 0.21 0.00 0.00
H 1.738 0.620 3.488 0.02 0.01 -0.05 0.00
H 0.932 1.220 4.927 -0.01 -0.08 0.10 0.00
H 1.895 2.970 3.316 0.01 0.00 0.02 0.00
H 0.248 3.261 3.828 0.00 0.01 0.04 0.00
H -1.010 4.353 0.711 0.02 -0.01 0.03 0.00
H -1.043 4.283 2.460 -0.02 0.06 0.04 0.00
H -2.646 2.693 0.407 0.03 0.01 0.01 0.00
H -3.222 3.557 1.836 -0.09 0.01 0.01 0.00
H -3.254 1.126 1.984 0.17 0.15 0.03 0.00
C -3.886 -0.371 0.082 0.01 0.09 -0.09 0.00
C -3.151 -1.536 0.678 0.19 0.10 0.08 0.00
C -3.744 -2.777 0.774 -0.09 -0.03 -0.05 0.00
C -3.035 -3.822 1.350 -0.10 -0.13 0.03 0.00
C -1.744 -3.623 1.778 0.13 0.24 -0.05 0.00
C -1.159 -2.361 1.614 -0.18 -0.03 -0.11 0.00
N -1.891 -1.330 1.112 0.31 -0.05 0.27 0.00
N 0.128 -2.029 1.912 0.20 -0.53 0.26 0.00
Si 1.591 -2.680 1.765 0.00 0.07 -0.03 0.01
C 0.527 -3.591 -1.246 0.02 -0.05 -0.02 0.78
C 2.078 -4.453 1.722 -0.11 -0.02 0.08 0.01
C 2.999 -1.498 1.815 -0.01 0.07 0.00 0.00
H -4.492 -0.694 -0.764 0.01 0.02 0.00 0.00
H -3.185 0.397 -0.263 -0.10 -0.09 0.02 0.00
H -4.579 0.076 0.802 0.00 -0.03 -0.03 0.00
H -4.751 -2.923 0.409 -0.01 0.01 0.00 0.00
H -3.497 -4.795 1.457 0.00 0.00 0.00 0.00
H -1.172 -4.415 2.232 0.08 -0.11 0.04 0.00
H 0.442 -4.510 -0.688 -0.03 -0.03 0.01 0.05
H 0.749 -3.641 -2.301 0.04 0.02 0.01 0.05
H 0.234 -2.651 -0.806 -0.02 0.08 0.03 0.06
H 1.226 -5.119 1.628 -0.07 -0.07 -0.01 0.00
H 2.596 -4.695 2.657 0.01 0.02 -0.02 0.00
H 2.771 -4.644 0.906 0.10 -0.01 -0.09 0.00
H 2.630 -0.483 1.668 0.02 -0.02 -0.02 0.00
H 3.700 -1.727 1.009 0.03 -0.02 -0.02 0.00
H 3.555 -1.565 2.753 0.01 -0.01 0.00 0.00
O 0.547 -0.050 -0.210 -0.27 -0.25 -0.69 0.00
As 0.953 0.448 -1.771 0.16 -0.09 0.36 0.00
C 2.802 0.058 -1.962 0.04 0.04 -0.02 0.00
C 3.208 -1.107 -2.605 -0.04 0.01 -0.08 0.00
C 4.557 -1.436 -2.628 -0.01 -0.02 -0.01 0.00
C 5.484 -0.610 -2.010 0.01 0.04 0.03 0.00
C 5.073 0.545 -1.354 0.06 -0.01 0.00 0.00
C 3.730 0.880 -1.322 -0.07 0.02 0.09 0.00
C 0.554 2.299 -2.037 -0.08 0.01 -0.04 0.00
C 1.507 3.249 -2.380 0.08 -0.03 -0.01 0.00
C 1.112 4.563 -2.597 0.00 0.03 -0.02 0.00
C -0.227 4.916 -2.497 0.03 0.01 -0.01 0.00
C -1.184 3.955 -2.188 -0.02 0.00 0.05 0.00
C -0.794 2.647 -1.953 0.08 -0.01 -0.03 0.00
C -0.111 -0.507 -3.026 -0.18 -0.09 0.08 0.00
C -1.290 -1.095 -2.575 0.06 0.02 0.17 0.00
C -2.129 -1.724 -3.483 0.00 0.00 0.05 0.00
C -1.788 -1.761 -4.828 0.06 0.02 -0.06 0.00
C -0.611 -1.168 -5.273 -0.06 -0.05 -0.04 0.00
C 0.231 -0.534 -4.374 0.02 0.05 0.04 0.00
H 2.484 -1.752 -3.092 0.06 0.06 0.04 0.00
H 4.885 -2.334 -3.132 -0.02 0.00 -0.01 0.00
H 6.536 -0.866 -2.040 -0.02 0.01 0.00 0.00
H 5.801 1.183 -0.870 -0.01 -0.01 -0.01 0.00
H 3.404 1.770 -0.788 0.06 -0.11 -0.06 0.00
H 2.549 2.973 -2.502 -0.10 0.06 0.02 0.00
H 1.849 5.308 -2.865 -0.01 -0.01 0.00 0.00
H -0.530 5.938 -2.685 0.01 -0.02 0.00 0.00
H -2.231 4.226 -2.157 0.00 0.00 0.01 0.00
H -1.539 1.883 -1.749 -0.03 0.02 0.00 0.00
H -1.533 -1.076 -1.512 0.06 -0.02 -0.25 0.00
H -3.042 -2.194 -3.143 0.00 0.01 0.01 0.00
H -2.442 -2.253 -5.535 0.01 0.00 0.00 0.00
H -0.354 -1.200 -6.323 0.00 0.00 0.01 0.00
H 1.143 -0.065 -4.724 -0.01 0.00 -0.02 0.00
```
Positions in Å, forces in eV/Å.

Summary:
Multiplicity: 2
Total charge: +2
⟨S²⟩: 0.753

=====

Entry 2:
The following is a quantum chemistry calculation of an isolated molecule of C8H12O in a non-equilibrium geometry, from the OMol25 dataset.

XYZ file:
```
21
Properties=species:S:1:pos:R:3:forces:R:3:lowdin_charge:R:1
C -0.136 2.441 0.050 -1.92 -2.15 0.70 -0.03
C 0.302 1.006 0.624 -0.14 2.13 -0.40 -0.22
C 1.352 0.927 1.451 -1.15 -1.79 -0.68 0.06
C -0.639 -0.164 0.337 0.52 -0.27 0.57 -0.40
C -0.886 -1.075 1.499 -0.20 -0.46 -1.10 -0.10
C -0.902 -0.562 -1.107 -0.85 -1.24 1.45 -0.13
C 0.146 -1.293 -1.887 -0.46 0.87 -1.04 -0.18
C 1.286 -1.769 -1.425 1.14 -1.37 1.93 -0.01
H -1.130 2.610 0.550 0.55 -0.18 -0.76 0.09
H -0.273 2.559 -1.036 0.04 -0.59 0.32 0.07
H 0.407 3.288 0.363 1.38 0.54 0.60 0.04
H 2.007 1.710 1.675 0.64 1.37 0.09 0.04
H 1.631 -0.013 1.928 -0.19 0.06 -0.17 0.07
H -1.270 -2.096 1.368 0.91 0.14 0.18 0.13
H -0.383 -0.751 2.388 0.12 -0.52 0.59 0.10
H -1.322 0.321 -1.575 -0.02 0.01 -0.54 0.11
H -1.738 -1.309 -0.951 0.50 0.84 -0.60 0.14
H -0.129 -1.408 -2.981 0.51 -0.12 1.39 0.12
H 1.690 -1.776 -0.327 -1.23 0.53 -2.07 0.10
H 1.857 -2.466 -2.031 0.15 0.41 -0.25 0.04
O -1.872 -0.179 1.088 -0.30 1.78 -0.22 -0.03
```
Positions in Å, forces in eV/Å.

Summary:
SMILES: C=CC[C@]1(C(=C)C)CO1

=====

Entry 3:
The following is a quantum chemistry calculation of a structure of composition C8H6O6Pt in a non-equilibrium geometry, from the OMol25 dataset.

XYZ file:
```
21
Properties=species:S:1:pos:R:3:forces:R:3:lowdin_spin:R:1
O 0.000 -0.001 -5.336 0.00 0.00 4.78 0.01
C 0.000 -0.001 -4.185 0.00 0.00 -4.84 0.10
Pt 0.000 0.000 -2.104 0.00 0.00 0.39 1.25
O -1.622 -2.734 -1.398 2.47 4.17 -1.26 0.01
C -1.052 -1.773 -1.693 -3.28 -5.53 1.34 0.12
C 1.052 1.773 -1.694 3.32 5.60 1.36 0.12
O 1.622 2.735 -1.399 -2.51 -4.24 -1.28 0.01
C -1.769 1.049 -1.684 -5.89 3.50 1.39 0.12
O -2.737 1.624 -1.404 4.55 -2.70 -1.30 0.01
C 1.770 -1.050 -1.684 5.70 -3.38 1.34 0.12
O 2.737 -1.622 -1.403 -4.36 2.58 -1.25 0.01
C -1.094 0.702 2.604 -0.03 0.02 -0.75 0.00
C 0.000 0.000 1.815 0.00 0.00 0.57 0.01
C 1.094 -0.703 2.604 0.03 -0.02 -0.75 0.00
O 0.000 0.000 0.560 0.00 0.00 0.65 0.09
H -0.992 0.637 3.713 -0.07 0.04 -1.09 0.00
H -2.056 0.284 2.244 0.35 0.10 0.45 0.00
H -1.113 1.751 2.245 0.06 -0.36 0.44 0.00
H 1.113 -1.751 2.244 -0.06 0.36 0.44 0.00
H 2.055 -0.284 2.244 -0.34 -0.10 0.45 0.00
H 0.992 -0.637 3.712 0.07 -0.04 -1.09 0.00
```
Positions in Å, forces in eV/Å.

Summary:
Multiplicity: 3
Total charge: +2
⟨S²⟩: 2.007

=====

Entry 4:
The following is a quantum chemistry calculation of a cluster of 7 separate species, C9H34N4O7 in total in a non-equilibrium geometry, from the OMol25 dataset.

XYZ file:
```
54
Properties=species:S:1:pos:R:3:forces:R:3:lowdin_charge:R:1
C 3.914 -4.558 0.290 -1.06 -0.11 0.20 -0.07
C 3.418 -3.636 1.398 0.68 -0.02 0.18 -0.46
C 2.154 -2.892 1.001 0.16 -0.27 -0.44 -0.22
O 1.765 -1.888 1.909 -0.52 -0.12 -0.22 -0.18
C 2.663 -0.842 2.134 1.02 0.27 0.83 -0.13
N 3.246 -4.406 2.637 0.10 -0.04 -0.14 0.04
H 4.756 -5.138 0.657 0.24 0.10 -0.23 0.08
H 4.121 -3.989 -0.614 0.36 -0.07 0.01 0.08
H 3.110 -5.264 0.036 0.12 -0.03 -0.02 0.08
H 4.244 -2.937 1.572 -0.20 0.20 0.03 0.12
H 1.368 -3.654 0.985 -0.24 0.28 0.12 0.13
H 2.209 -2.493 -0.024 0.27 0.13 0.09 0.12
H 3.067 -0.271 1.286 -0.58 -0.36 -0.48 0.09
H 3.560 -1.190 2.666 -0.11 -0.06 0.05 0.08
H 2.168 -0.145 2.808 -0.15 -0.01 -0.07 0.07
H 2.933 -5.344 2.416 -0.10 0.03 0.06 0.06
H 2.557 -3.982 3.246 0.01 0.08 -0.03 0.07
C -0.682 0.221 -2.326 0.09 1.38 -0.20 -0.06
C -1.561 -0.387 -1.252 0.69 -0.93 0.14 -0.43
C -2.917 -0.841 -1.709 -0.47 -0.30 -0.08 -0.22
O -3.713 0.289 -2.008 -0.01 0.07 0.11 -0.20
C -4.929 -0.052 -2.627 -0.02 0.33 -0.28 -0.11
N -0.903 -1.546 -0.613 -0.16 0.01 0.30 0.04
H -0.817 1.307 -2.387 -0.19 -0.20 0.00 0.06
H -0.824 -0.131 -3.349 -0.08 -0.49 0.15 0.09
H 0.364 0.113 -2.040 0.02 -0.27 -0.16 0.06
H -1.708 0.325 -0.437 -0.03 0.17 -0.12 0.12
H -3.374 -1.465 -0.927 -0.07 0.23 0.10 0.13
H -2.869 -1.495 -2.596 0.26 0.17 -0.04 0.13
H -5.355 0.873 -3.016 -0.05 -0.04 0.07 0.09
H -5.644 -0.506 -1.932 0.08 -0.12 0.03 0.09
H -4.755 -0.720 -3.478 -0.07 -0.08 0.08 0.09
H -0.789 -2.332 -1.246 -0.05 0.14 -0.20 0.07
H 0.032 -1.256 -0.347 -0.02 -0.11 0.16 0.05
O 2.046 2.124 -2.081 0.13 -0.13 0.02 -0.06
H 1.584 1.729 -1.328 0.06 0.16 0.00 -0.02
H 2.161 3.048 -1.849 -0.07 0.02 -0.04 0.02
O -0.227 0.094 4.032 0.06 0.16 -0.09 -0.05
H -0.055 1.039 4.088 -0.04 0.02 0.12 0.03
H -1.089 0.025 3.610 0.00 -0.10 -0.03 0.04
O 0.598 1.632 0.459 0.05 0.09 0.00 -0.04
H 0.475 1.499 1.403 0.07 -0.12 0.01 0.04
H -0.146 2.176 0.167 -0.17 0.11 -0.25 0.02
O 1.240 4.887 0.904 -0.08 0.10 -0.06 -0.05
H 1.894 5.587 0.992 0.03 -0.01 0.00 0.04
H 1.668 4.204 0.378 -0.07 -0.13 0.07 0.02
C -2.288 3.811 -0.680 0.06 -0.26 0.46 -0.64
O -1.401 3.200 -1.265 0.02 0.07 0.11 0.01
N -2.029 4.998 -0.047 -0.42 -0.36 -0.37 0.16
N -3.572 3.314 -0.590 0.45 0.52 0.09 0.17
H -1.094 5.355 -0.135 0.06 0.01 0.19 0.09
H -2.711 5.457 0.525 0.08 0.13 -0.03 0.09
H -4.199 3.722 0.082 -0.06 -0.10 -0.03 0.09
H -3.662 2.329 -0.780 -0.04 -0.14 -0.21 0.08
```
Positions in Å, forces in eV/Å.

Summary:
SMILES: COC[C@H](C)N.COC[C@H](C)N.NC(N)=O.O.O.O.O

=====

Number 1: E -4595.9763 a.u.. Number 2: E -387.1480 a.u.. Number 3: E -878.4507 a.u.. Number 4: E -1109.0027 a.u..